(1)
Formula: C2Cl2FO4S
Source: the OMol25 dataset
Level of theory: the ωB97M-V functional and the def2-TZVPD basis

## Properties
Strongest force on any atom, eV/A: 3.4
Total charge: -1
Electronic energy, hartree: -1795.64579
E_HOMO, eV: -4.370
ΔE to the lowest compared entry with this formula, charge and spin, eV: 0.397
Frontier orbital gap, eV: 7.59

Geometry as XYZ:
```
10
Properties=species:S:1:pos:R:3:forces:R:3:lowdin_charge:R:1
Cl 0.76505 -2.84116 -1.43754 0.641 -0.924 0.057 0.600
Cl -0.89543 -0.99827 -2.83135 -1.128 0.596 -1.433 0.621
S 0.05197 1.04115 1.19546 -2.710 1.143 1.692 0.700
F -0.90998 2.50554 1.02382 0.882 -1.474 0.323 -0.308
O 0.78605 -0.69837 0.67642 -0.096 0.500 0.417 -0.069
O -0.62388 0.50357 2.37911 1.095 0.989 -1.903 -0.289
O -0.62730 0.65114 -0.28259 1.176 -0.394 0.924 -0.111
O 1.32356 1.66684 1.14183 0.384 0.270 0.154 -0.261
C 0.01739 -1.31773 -1.47819 0.566 0.733 1.843 -1.212
C 0.11257 -0.51270 -0.38698 -0.810 -1.440 -2.073 -0.672
```
Forces are in eV/Å.

=====

(2)
Formula: C2Cl6Si
Source: the OMol25 dataset
Level of theory: the ωB97M-V functional and the def2-TZVPD basis

## Properties
Strongest force on any atom, eV/A: 3.0
Total charge: 0
Electronic energy, hartree: -3126.80672
E_HOMO (spin up / spin down), eV: -8.925 / -8.482
ΔE to the lowest compared entry with this formula, charge and spin, eV: 4.447
Frontier orbital gap (spin up / spin down), eV: 7.19 / 6.56

Geometry as XYZ:
```
9
Properties=species:S:1:pos:R:3:forces:R:3:lowdin_charge:R:1
Cl -2.26246 -0.78949 1.47330 -0.763 -0.476 0.644 0.609
Cl -0.35628 1.30028 -1.88150 0.571 -0.169 -0.261 0.536
Cl 2.46728 -1.47385 -1.46386 0.303 0.185 -0.306 0.299
Cl -2.91047 1.63238 0.16583 -0.905 0.572 -0.206 0.639
Cl 2.47120 1.16952 0.58929 0.060 0.017 0.232 0.323
Cl 1.13441 -1.89995 1.33763 -0.151 0.078 0.716 0.324
Si 1.44150 -0.45539 -0.02459 -0.988 0.019 -1.415 -0.845
C -0.22202 -0.09734 -0.94393 -0.631 0.870 1.788 -0.721
C -1.76316 0.61384 0.74781 2.504 -1.097 -1.192 -1.164
```
Forces are in eV/Å.

=====

(3)
Formula: C2ClF3O
Source: the OMol25 dataset
Level of theory: the ωB97M-V functional and the def2-TZVPD basis

## Properties
Strongest force on any atom, eV/A: 3.0
Total charge: 0
Electronic energy, hartree: -911.05506
E_HOMO (spin up / spin down), eV: -12.343 / -10.074
ΔE to the lowest compared entry with this formula, charge and spin, eV: 4.642
Frontier orbital gap (spin up / spin down), eV: 11.26 / 6.11

Geometry as XYZ:
```
7
Properties=species:S:1:pos:R:3:forces:R:3:lowdin_charge:R:1
Cl -0.38175 0.86930 -3.13874 0.032 0.017 -0.041 0.102
F 0.71183 0.43139 2.00985 0.511 0.016 1.508 0.211
F -1.53637 -0.64078 -0.50876 0.006 -0.217 -0.507 0.130
F 1.18101 -1.26975 0.69184 -1.020 0.832 0.712 0.144
O 0.40742 0.65422 -0.19052 -0.129 0.879 -1.645 0.154
C -0.77950 0.12401 0.22625 -1.889 0.230 -0.044 -0.177
C 0.39736 -0.16839 0.91007 2.491 -1.756 0.018 -0.562
```
Forces are in eV/Å.

=====

(4)
Formula: C2ClF4O2S
Source: the OMol25 dataset
Level of theory: the ωB97M-V functional and the def2-TZVPD basis

## Properties
Strongest force on any atom, eV/A: 3.3
Total charge: -1
Electronic energy, hartree: -1484.60025
E_HOMO, eV: -4.122
ΔE to the lowest compared entry with this formula, charge and spin, eV: 0.000
Frontier orbital gap, eV: 7.60

Geometry as XYZ:
```
10
Properties=species:S:1:pos:R:3:forces:R:3:lowdin_charge:R:1
Cl -0.61786 -2.26982 -0.20635 -0.092 -0.818 -0.439 0.670
S 1.94190 -0.51306 -0.01864 0.956 0.437 3.165 0.655
F -0.58069 1.61784 0.10786 1.181 0.108 0.167 0.129
F -0.98868 0.30076 -1.52971 0.297 -0.336 -0.786 0.130
F -2.23949 0.38404 0.19027 -1.008 -0.933 0.365 0.099
F -0.40600 -0.75621 1.75603 0.137 0.300 1.165 -0.033
O 1.86349 -0.19801 -1.41480 -0.426 0.412 -2.145 -0.518
O 2.41201 0.65532 0.80490 -0.944 -1.317 -0.679 -0.551
C -0.09888 -0.74282 0.45230 0.136 1.604 -1.485 -0.876
C -0.95556 0.37185 -0.21593 -0.236 0.543 0.674 -0.705
```
Forces are in eV/Å.

=====

(5)
Formula: C2CsF3NO7S2
Source: the OMol25 dataset
Level of theory: the ωB97M-V functional and the def2-TZVPD basis

## Properties
Strongest force on any atom, eV/A: 4.8
Total charge: -1
Electronic energy, hartree: -1773.69982
E_HOMO, eV: -4.714
ΔE to the lowest compared entry with this formula, charge and spin, eV: 0.785
Frontier orbital gap, eV: 5.95

Geometry as XYZ:
```
16
Properties=species:S:1:pos:R:3:forces:R:3:lowdin_charge:R:1
Cs 3.53861 1.11353 -1.85723 -1.416 -0.520 0.596 1.025
S -0.38314 -0.89877 -1.24832 3.863 -0.247 -2.787 0.415
S -0.34518 1.35822 0.76437 3.350 0.794 -1.676 0.744
F -2.40085 0.30562 2.10777 -0.149 -0.773 0.225 0.116
F -2.48176 2.40441 2.23472 0.386 0.720 0.418 0.106
F -2.98088 1.51994 0.40150 -0.735 -0.277 -0.774 0.107
O 0.96037 1.60649 0.05196 0.420 -0.217 -1.840 -0.521
O 2.89200 -1.52557 -0.23567 -2.207 -0.196 -0.279 -0.014
O 0.71930 -0.21574 -1.95663 0.416 -0.022 -0.139 -0.517
O 2.44898 -3.72488 -0.19253 -2.194 0.492 -0.209 0.125
O 0.18987 -2.24437 -0.76928 -0.897 1.368 0.448 -0.359
O -0.03708 2.42700 1.75495 -1.253 -0.317 2.468 -0.379
O -1.48586 -1.03076 -2.19484 -0.284 -0.364 1.968 -0.338
N -0.75794 0.04956 -0.01297 -2.636 -0.484 2.186 -0.341
C 2.26608 -2.55618 -0.27183 3.610 0.121 0.126 -0.455
C -2.14253 1.41151 1.42402 -0.274 -0.080 -0.729 -0.713
```
Forces are in eV/Å.

=====

(6)
Formula: C2F10N3Na2O12S6
Source: the OMol25 dataset
Level of theory: the ωB97M-V functional and the def2-TZVPD basis

## Properties
Strongest force on any atom, eV/A: 9.5
Total charge: -1
Electronic energy, hartree: -4855.83643
E_HOMO, eV: -7.637
ΔE to the lowest compared entry with this formula, charge and spin, eV: 0.000
Frontier orbital gap, eV: 8.64

Geometry as XYZ:
```
35
Properties=species:S:1:pos:R:3:forces:R:3:lowdin_charge:R:1
S 2.47350 -10.46704 -0.08091 1.548 -0.845 1.697 0.728
S 6.02648 -7.58640 0.39977 -2.147 -1.510 5.634 0.625
S 2.00027 -4.73474 -3.04143 3.138 0.988 -8.951 0.418
S 0.81373 -4.22911 -0.98701 -1.478 0.971 4.520 0.627
S 2.39600 -10.83292 -2.65182 3.770 -3.185 -4.335 0.579
S 6.30321 -7.15206 -1.93687 5.515 0.058 -7.696 0.487
Na 4.09196 -4.93822 -0.45643 0.385 0.318 0.291 0.641
Na 2.94265 -7.48191 -1.48170 -0.285 -0.708 -0.336 0.414
F 2.98245 -8.45863 -3.99457 -0.987 -1.597 -0.570 0.064
F 1.17479 -9.61421 -4.73196 1.309 0.539 0.151 0.113
F 5.50363 -6.67375 -3.29573 0.251 -0.723 1.553 -0.200
F 3.21614 -10.34502 -5.16450 -0.967 1.077 0.781 0.112
F 0.02777 -9.64175 0.74721 -0.114 -0.434 0.033 0.141
F -0.00727 -11.57028 -0.27590 -0.731 -0.149 -0.355 0.173
F 3.02504 -5.83238 -3.54710 1.100 -0.473 0.177 -0.193
F 4.92523 -6.90247 1.44568 0.457 0.547 -0.871 -0.236
F 1.06489 -4.48537 0.64514 0.684 -0.366 -1.802 -0.224
F 0.78262 -11.47641 1.73040 -0.313 0.811 -0.755 0.114
O 0.87542 -5.17946 -3.79266 -0.992 1.209 0.722 -0.220
O 5.76908 -8.96062 0.74441 0.899 1.493 -1.691 -0.225
O 3.73781 -11.49911 -2.72037 -3.197 1.759 0.022 -0.319
O 7.37027 -6.15354 -1.88825 -1.857 -1.315 0.298 -0.283
O 3.20147 -11.75334 -0.07984 -2.241 2.319 -0.453 -0.291
O 2.70636 -3.50065 -3.38179 -1.586 -1.486 1.096 -0.259
O 1.00478 -2.79774 -1.03189 0.407 -1.822 -0.824 -0.249
O 1.23834 -11.68145 -2.75604 0.131 0.359 -0.092 -0.292
O 7.25869 -6.95880 0.80210 -1.284 -0.352 -1.403 -0.234
O -0.49229 -4.77754 -1.13777 1.018 -0.072 -0.674 -0.225
O 2.99799 -9.51900 0.90590 -1.321 -0.011 -1.739 -0.324
O 6.70198 -8.53759 -2.17432 -0.921 2.233 0.693 -0.243
N 2.08138 -5.18480 -1.61835 -2.421 1.114 5.885 -0.343
N 5.18495 -6.98646 -0.93288 -0.614 -0.132 3.405 -0.356
N 2.27457 -9.70433 -1.62280 0.106 0.263 4.634 -0.350
C 0.63472 -10.80976 0.55461 2.502 -0.024 0.376 -0.639
C 2.43542 -9.71359 -4.25176 0.236 -0.853 0.581 -0.529
```
Forces are in eV/Å.

=====

(7)
Formula: C2F2IO2
Source: the OMol25 dataset
Level of theory: the ωB97M-V functional and the def2-TZVPD basis

## Properties
Strongest force on any atom, eV/A: 4.1
Total charge: -1
Electronic energy, hartree: -724.16451
E_HOMO, eV: -3.232
ΔE to the lowest compared entry with this formula, charge and spin, eV: 0.544
Frontier orbital gap, eV: 6.73

Geometry as XYZ:
```
7
Properties=species:S:1:pos:R:3:forces:R:3:lowdin_charge:R:1
I 2.74865 0.06467 -0.66654 0.647 -0.117 -0.071 0.130
F 0.92240 1.41674 1.38886 0.119 -0.664 -0.070 -0.148
F 0.38102 -0.64026 1.06363 0.271 -0.852 1.137 -0.111
O -2.07876 0.24281 0.03734 -1.542 0.906 1.657 0.180
O -1.08054 -1.12341 -1.54241 -0.691 0.704 1.645 0.143
C -1.52693 -0.44990 -0.67886 1.672 -1.546 -3.462 -0.509
C 0.63417 0.48936 0.39799 -0.476 1.569 -0.837 -0.686
```
Forces are in eV/Å.

=====

(8)
Formula: C2F3FeNO6S2
Source: the OMol25 dataset
Level of theory: the ωB97M-V functional and the def2-TZVPD basis

## Properties
Strongest force on any atom, eV/A: 4.3
Total charge: -1
Electronic energy, hartree: -2942.08008
E_HOMO (spin up / spin down), eV: -3.254 / -5.922
2S+1: 6
Frontier orbital gap (spin up / spin down), eV: 6.31 / 8.89

Geometry as XYZ:
```
15
Properties=species:S:1:pos:R:3:forces:R:3:lowdin_charge:R:1
Fe 0.99816 0.31194 1.71634 0.209 0.806 -0.297 0.683
S -0.16205 1.33655 -0.74272 2.556 -0.090 1.637 0.735
S -0.27191 -1.57415 -0.62737 -1.343 1.247 -1.751 0.645
F -2.71685 -2.57862 -0.75414 -0.413 -0.165 -0.465 0.124
F -2.16430 -2.06493 1.24043 -0.053 0.359 0.568 0.130
F -1.32872 -3.81242 0.33915 0.324 -0.379 -0.027 0.134
O 1.47441 3.82255 1.10613 0.069 -0.261 -2.287 0.117
O 0.39649 -1.36454 0.69753 0.887 -1.714 -1.494 -0.529
O 1.35655 1.66095 -0.41116 -1.097 -1.294 -2.395 -0.602
O -0.09148 -2.45611 -1.79313 1.291 -0.139 2.322 -0.332
O -0.47479 1.15002 0.72513 -2.551 0.321 1.970 -0.693
O 3.08620 4.38093 -0.41788 -0.993 -1.081 -1.412 0.160
N -0.55122 -0.18614 -1.32270 0.437 -0.080 0.056 -0.439
C 2.15411 3.93719 0.14067 0.802 1.429 4.001 -0.429
C -1.70460 -2.56321 0.10372 -0.124 1.040 -0.425 -0.703
```
Forces are in eV/Å.

=====

(9)
Formula: C2F3MgNO4S2Yb
Source: the OMol25 dataset
Level of theory: the ωB97M-V functional and the def2-TZVPD basis

## Properties
Strongest force on any atom, eV/A: 4.9
Total charge: +1
Electronic energy, hartree: -2886.39100
E_HOMO (spin up / spin down), eV: -11.246 / -11.225
ΔE to the lowest compared entry with this formula, charge and spin, eV: 2.896
2S+1: 2
Frontier orbital gap (spin up / spin down), eV: 4.87 / 3.32

Geometry as XYZ:
```
14
Properties=species:S:1:pos:R:3:forces:R:3:lowdin_charge:R:1
Yb 1.78531 0.05216 -1.60003 -0.868 0.069 3.289 1.805
S 0.31794 -1.90150 -0.37379 0.464 1.303 -0.192 0.310
S -1.10310 0.53622 0.09617 -1.126 0.566 1.928 0.540
Mg 1.70179 -1.19637 1.99752 -0.185 0.591 -0.913 0.965
F -3.42614 -0.66695 -0.04252 0.147 -0.015 0.082 0.174
F -2.35263 -0.64815 -1.91336 0.257 -0.281 -0.383 0.137
F -3.29801 1.15116 -1.19648 0.073 0.110 -0.042 0.174
O -1.52830 1.50812 1.08887 0.838 -1.407 -1.558 -0.247
O 3.48618 0.33466 -0.10300 -1.398 0.511 -4.383 -0.255
O -0.23381 1.06484 -1.01765 1.809 -0.567 -0.677 -0.525
O 4.27067 0.39273 2.03078 -0.149 0.099 -1.559 0.038
N -0.51525 -0.76892 0.75456 1.211 -0.046 -0.585 -0.707
C 3.55311 0.08852 1.11639 -0.922 -1.308 4.607 -0.700
C -2.65776 0.05348 -0.83747 -0.151 0.375 0.387 -0.708
```
Forces are in eV/Å.

=====

(10)
Formula: C2F3NO
Source: the OMol25 dataset
Level of theory: the ωB97M-V functional and the def2-TZVPD basis

## Properties
Strongest force on any atom, eV/A: 2.6
Total charge: 0
Electronic energy, hartree: -505.56512
E_HOMO (spin up / spin down), eV: -13.017 / -10.614
ΔE to the lowest compared entry with this formula, charge and spin, eV: 6.459
Frontier orbital gap (spin up / spin down), eV: 11.27 / 8.46

Geometry as XYZ:
```
7
Properties=species:S:1:pos:R:3:forces:R:3:lowdin_charge:R:1
F -0.02603 0.97334 -1.41377 -1.643 2.017 0.306 0.246
F 0.90314 -0.32226 1.39163 1.218 1.072 1.041 0.239
F -1.88794 1.20265 1.43971 0.115 0.443 0.158 -0.194
O -1.24289 -0.42062 0.74297 -0.158 -0.311 -0.007 0.162
N 1.56886 -0.74479 -1.62873 1.383 -1.370 0.137 0.200
C 0.83446 0.10225 -1.44737 0.296 -0.429 -0.840 -0.413
C -0.14960 -0.79055 0.91556 -1.212 -1.421 -0.796 -0.240
```
Forces are in eV/Å.

=====

Which of these has the highest strongest force on any atom? C2F10N3Na2O12S6